Entry 1:
21
Properties=species:S:1:pos:R:3:forces:R:3 method="wB97M-V/def2-TZVPD" homo_energy_ev=-8.5755 gap_ev=9.043 de_lowest_ev=6.173 spin_multiplicity=1
C -2.0957 -0.8484 -0.3351 -1.58 2.15 -1.21
C -1.1722 0.3271 -0.1386 2.91 0.12 -1.58
C -0.3486 0.8444 1.0596 2.02 0.26 -2.22
C 0.4453 1.6790 -0.0385 -5.31 3.12 -1.15
C 0.2974 0.5096 -0.9495 -2.80 1.06 -1.67
C 1.2687 -0.2307 -0.2063 0.35 -5.19 0.75
C 0.7079 -1.4889 0.3955 0.00 -1.58 1.34
C 0.7868 -0.1768 1.2191 1.58 0.51 1.29
H -1.9834 -1.4298 -1.2588 0.55 -0.02 0.44
H -2.9650 -0.1713 -0.5767 -0.36 -1.95 0.56
H -2.2293 -1.4274 0.5352 -0.46 -0.87 0.82
H -1.7879 1.1569 -0.4048 0.24 0.93 -0.55
H -0.7760 1.5565 1.7268 -0.43 -0.51 1.45
H -0.3497 2.3787 -0.4440 1.29 0.59 0.66
H 1.3552 2.1474 0.1334 1.76 0.62 0.51
H 0.3312 0.5555 -2.1021 0.12 -0.04 1.95
H 3.0760 -1.1803 -0.9542 -2.42 5.12 2.09
H -0.3068 -1.9667 0.0702 2.44 1.11 0.71
H 1.4465 -2.2134 0.8090 -0.57 0.32 -0.62
H 1.6931 0.0666 1.9474 -2.29 -1.02 -1.33
O 2.6067 -0.0881 -0.4875 2.97 -4.71 -2.23

***

Entry 2:
21
Properties=species:S:1:pos:R:3:forces:R:3 method="wB97M-V/def2-TZVPD" homo_energy_ev=-8.3498 gap_ev=8.997 de_lowest_ev=11.897 spin_multiplicity=1
C 0.9642 0.3417 0.1649 -0.54 -0.30 2.06
C 0.5190 1.7736 0.1432 0.52 2.46 3.17
C -1.1939 1.6421 -0.0855 -0.53 -1.40 0.71
C -1.8638 0.3805 0.0698 0.91 3.53 -2.97
C -1.2492 -1.0103 0.0420 1.54 0.23 0.52
C 0.1403 -1.3386 -0.6542 1.29 -3.13 0.88
C 1.4374 -1.4052 0.1979 1.15 0.70 3.75
C 0.6916 -0.0719 -1.2379 -5.40 -0.13 -0.72
H 1.1423 0.4369 2.1434 -4.87 -1.80 -2.69
H 1.3283 2.2391 -0.5379 -2.33 0.54 0.51
H 0.5284 2.2507 1.3306 0.35 -0.72 -3.66
H -1.8070 2.6437 -0.1556 1.45 -2.19 0.04
H -2.9658 0.2713 -0.2849 1.75 0.92 1.24
H -1.0849 -1.2508 1.1463 -1.33 -1.04 -1.66
H -1.8020 -1.5059 -0.7328 -1.47 -1.04 0.86
H -0.0299 -2.4176 -1.0071 0.41 1.67 -0.91
H 1.1796 -1.5429 1.3277 1.23 -0.69 -2.16
H 2.5170 -1.8089 -0.1378 -2.85 0.94 0.25
H 1.6789 -0.1926 -1.6118 0.34 0.38 -1.50
H -0.2724 0.4972 -1.6095 2.80 -0.53 -0.99
O 0.1421 0.0677 1.4891 5.57 1.61 3.29

***

Entry 3:
37
Properties=species:S:1:pos:R:3:forces:R:3 method="wB97M-V/def2-TZVPD" homo_energy_ev="-11.9778 / -16.0371" gap_ev="3.670 / 7.300" s2=0.75 spin_multiplicity=2 charge=+3
Rb 22.5886 13.8557 -23.5123 0.30 0.19 -0.43
Rb 21.8823 14.2393 -19.6081 0.19 0.29 0.53
Rb 19.8824 10.5177 -23.2036 -0.36 -0.04 -0.63
Rb 19.7529 10.5380 -19.4993 -0.52 0.00 0.62
Rb 22.4078 7.7447 -21.1177 0.37 -0.35 -0.20
Rb 24.9590 9.7611 -17.9545 0.43 0.27 0.16
S 22.8961 11.1330 -20.5911 0.73 0.07 -2.82
O 24.0610 10.2990 -20.6040 1.81 -1.44 -0.21
O 23.0800 12.4008 -21.2918 0.66 1.58 -0.20
O 21.8146 10.4694 -21.3299 -1.77 -1.55 -0.83
O 22.4885 11.3279 -19.2450 -1.54 1.06 4.04
C 27.2110 11.5615 -21.5184 -0.47 -0.68 0.88
C 27.4895 12.9621 -21.9398 0.31 -0.54 0.04
C 26.3446 14.0329 -21.5551 3.34 -1.48 -2.12
O 27.1951 15.0915 -21.1135 0.21 -0.37 0.50
C 28.5283 14.6344 -20.9494 2.61 2.71 1.72
O 29.4737 15.2698 -20.5296 -2.94 -0.30 -0.78
O 28.6982 13.3834 -21.2820 -2.00 -1.03 -0.61
H 27.9862 10.7954 -21.5336 0.49 0.52 -0.74
H 26.3371 11.1325 -22.0086 -0.17 0.16 0.14
H 27.0499 11.6737 -20.4462 -0.57 -0.27 0.24
H 27.7148 13.0978 -22.9976 -0.21 -0.27 -0.14
H 25.4937 13.6738 -20.9762 0.46 0.32 0.70
H 26.0757 14.1493 -22.6050 -1.04 1.16 0.15
C 20.8167 13.0574 -16.3674 -0.07 0.04 -0.20
C 22.1202 13.3811 -15.6116 -2.22 1.04 0.81
C 22.5001 12.5602 -14.4160 -1.29 1.38 2.06
O 23.5652 11.8235 -14.8339 1.22 -3.24 -0.97
C 24.0060 12.3121 -15.9792 4.62 1.73 1.63
O 25.1656 12.2660 -16.3523 -1.18 -2.10 -0.73
O 23.2664 13.2923 -16.3865 -1.37 1.13 -2.52
H 20.2501 13.9578 -16.6043 -0.02 0.10 0.22
H 20.1464 12.3858 -15.8309 0.09 0.18 0.36
H 20.9748 12.5550 -17.3217 0.56 -0.16 -0.09
H 22.1162 14.3807 -15.1770 -0.56 0.32 -0.76
H 21.7149 12.0048 -13.9030 0.12 -0.27 -0.35
H 22.9177 13.2777 -13.7097 -0.19 -0.16 0.51

***

Entry 4:
22
Properties=species:S:1:pos:R:3:forces:R:3 method="wB97M-V/def2-TZVPD" homo_energy_ev=-8.7020 gap_ev=9.497 de_lowest_ev=2.283 spin_multiplicity=1
C -2.7233 2.2295 -0.5269 -0.20 1.22 -0.42
C -1.9013 1.1790 0.1212 -0.26 -0.42 -1.89
C -2.3377 -0.0526 0.5203 1.49 -1.56 2.63
C -1.2836 -0.9099 1.1261 -1.20 0.00 0.63
C 0.0267 -0.5371 1.2112 1.50 1.80 -1.91
O 1.0158 -1.2865 1.7814 0.51 2.22 -0.53
C 0.4848 0.6596 0.4846 1.08 -2.55 0.36
C -0.5366 1.3846 -0.0087 3.29 3.51 -1.88
H -3.5967 1.8428 -1.0387 -0.62 0.00 0.61
H -2.2089 2.7597 -1.3653 0.11 -0.46 0.85
H -2.9015 2.9904 0.2569 -0.63 -0.16 -0.64
H -3.4013 -0.3479 0.6710 0.98 0.32 -0.53
H -1.4223 -1.8535 1.7088 -0.86 0.71 -0.83
H 0.6856 -2.1077 2.0356 -0.83 -2.29 0.75
H 1.5978 0.8343 0.0944 -2.60 -0.29 1.50
H -0.0490 2.2902 -0.6450 -2.04 -1.80 1.39
C 3.2723 -1.6603 -1.4749 -1.28 0.59 2.94
O 3.1819 -1.2664 -0.0723 2.19 -0.11 -0.22
H 3.4344 -2.7101 -1.3126 0.77 -0.49 -1.21
H 3.9881 -1.0208 -1.9672 0.42 -0.39 -0.30
H 2.2910 -1.5210 -1.8580 -0.75 0.03 -1.05
H 2.3839 -0.8963 0.2582 -1.08 0.11 -0.24

***

Entry 5:
23
Properties=species:S:1:pos:R:3:forces:R:3 method="wB97M-V/def2-TZVPD" homo_energy_ev=-8.1905 gap_ev=8.797 de_lowest_ev=4.609 spin_multiplicity=1
C -3.6958 0.6715 1.0223 -0.32 -0.45 -0.29
C -2.7639 0.4390 0.3117 0.69 -0.41 -0.56
C 0.3424 0.4183 -1.4300 -0.70 -1.24 0.40
C -0.0193 -0.2773 0.9202 -2.55 0.41 -2.90
C -1.6149 -0.0398 -0.4092 2.70 -0.15 3.44
C 1.0498 0.1975 -0.0293 0.75 0.79 -0.91
C 1.7346 1.5780 0.3958 -0.52 -2.02 -0.18
C 2.1129 -0.9063 -0.0977 -0.95 1.20 0.09
O -1.0158 0.8803 -1.2101 0.58 -0.42 -0.75
O -0.1087 -1.5611 1.3661 -0.17 -0.72 -1.53
O -1.6828 -1.3938 -0.8136 -1.51 0.45 -0.54
H -4.6505 0.6297 1.4542 -0.49 0.46 0.55
H 0.8224 1.0381 -2.1706 0.18 0.64 0.23
H 0.2092 -0.5560 -1.9106 0.38 -0.09 0.03
H -0.2201 0.3621 1.6917 -0.54 1.84 1.99
H 2.5986 1.9234 -0.1941 -0.94 -0.05 -0.70
H 2.2391 1.3993 1.3129 0.05 -0.11 1.39
H 0.9152 2.2537 0.5408 0.03 0.96 -0.06
H 2.3203 -1.2372 0.9205 0.65 0.17 -0.26
H 2.8826 -0.4411 -0.6767 1.21 -0.37 0.00
H 1.7069 -1.7311 -0.6258 -0.19 -0.99 -0.56
H -0.5275 -1.9867 0.5700 0.32 -0.36 0.97
H -2.6346 -1.6606 -0.9385 1.35 0.44 0.15

***

Entry 6:
24
Properties=species:S:1:pos:R:3:forces:R:3 method="wB97M-V/def2-TZVPD" homo_energy_ev=-8.5572 gap_ev=8.426 de_lowest_ev=0.000 spin_multiplicity=1
C -2.8803 0.8652 -0.4612 -0.19 0.33 0.77
C -2.0163 -0.0856 -0.7177 0.85 -1.77 -1.43
Si -0.2027 -0.1982 -0.2367 0.20 0.03 -2.25
C 1.2272 -0.8011 -1.7916 -1.26 0.27 1.63
C 2.5735 -0.8158 -1.1140 -1.59 -0.38 -2.19
O 1.0420 -1.1706 -2.9134 -0.45 0.22 0.08
C 0.0216 -1.6238 1.0396 3.17 -0.06 -0.71
C -1.1317 -1.7964 1.9094 -0.13 -1.94 1.42
O 1.1198 -2.2295 1.1377 -3.13 1.11 0.11
C 0.0705 1.6356 0.3715 0.91 -0.41 0.70
C 1.2738 2.4717 0.0334 1.28 -2.42 1.88
O -0.7411 2.0860 1.1386 -0.78 0.02 0.41
H -3.8605 0.9134 -0.8214 -1.40 -0.48 -1.01
H -2.7478 1.6396 0.2432 0.79 0.78 0.61
H -2.3297 -0.8803 -1.4424 0.14 0.64 0.59
H 2.4575 -1.5324 -0.3558 0.33 -1.09 1.13
H 3.2201 -1.0940 -1.9275 1.09 0.21 0.21
H 2.6124 0.1379 -0.6786 1.11 1.16 0.49
H -0.9057 -2.6554 2.5749 -0.44 0.57 -0.05
H -1.2833 -0.8867 2.4513 0.29 0.78 0.76
H -2.1140 -1.8958 1.4693 0.00 -0.38 -0.77
H 2.0890 1.7363 -0.2654 -0.83 1.80 -0.11
H 0.9572 3.2089 -0.6274 0.01 1.21 -1.71
H 1.5486 2.9710 0.9840 0.04 -0.21 -0.54

***

Entry 7:
25
Properties=species:S:1:pos:R:3:forces:R:3 method="wB97M-V/def2-TZVPD" homo_energy_ev=-7.8562 gap_ev=7.230 de_lowest_ev=2.489 spin_multiplicity=1
C 0.4160 3.0119 0.4931 1.56 1.43 -0.16
C 1.3448 2.2579 1.3704 -2.79 -0.25 -0.49
O 2.4691 2.5216 1.5988 2.95 0.62 0.48
Si 0.5410 0.7517 2.1999 -2.08 -1.94 -0.93
C 1.1395 -0.2290 0.7042 -0.72 -0.72 0.32
C 2.4848 -0.4467 0.2388 3.25 0.32 -1.15
O 0.2685 -0.8661 -0.0370 3.15 0.89 -0.91
C -1.0734 -0.6197 0.2233 -2.57 -1.75 0.51
C -1.4744 -1.9631 0.9000 0.25 -1.67 0.99
C -1.9853 -0.6565 -1.3611 0.78 1.70 3.53
C -1.3077 -1.2494 -2.5256 0.02 1.34 1.21
O -3.0270 -0.0897 -1.3274 -0.52 -0.12 -0.28
O -1.1722 0.4082 1.1125 0.64 0.55 -0.20
H 1.0175 3.3903 -0.3361 -0.11 0.21 -0.12
H -0.2920 2.3094 0.1451 -1.39 -0.13 -0.28
H 0.0611 3.8851 1.0660 -0.41 -0.46 -0.34
H 2.8826 0.5611 -0.1634 -0.77 -1.38 0.22
H 2.5519 -1.2376 -0.5628 -0.07 0.93 0.80
H 3.2973 -0.6273 1.0020 -1.28 -0.05 -0.39
H -2.5066 -2.2776 0.8213 -0.51 0.59 -0.02
H -0.9407 -2.9261 0.5970 -0.17 1.56 -0.25
H -1.2390 -1.8779 1.9864 -0.23 0.12 -0.67
H -1.2464 -2.2826 -2.3874 0.37 -1.74 0.00
H -1.8617 -0.9695 -3.3894 -0.07 0.16 -0.87
H -0.3478 -0.7784 -2.3687 0.72 -0.21 -1.00

***

Entry 8:
26
Properties=species:S:1:pos:R:3:forces:R:3 method="wB97M-V/def2-TZVPD" homo_energy_ev=-10.5904 gap_ev=6.428 spin_multiplicity=1 charge=+1
O 0.5143 -1.8920 -1.5372 -0.83 0.29 -0.68
C -3.5050 -4.2030 0.5000 -0.10 -0.32 0.51
C -2.6759 -4.7506 1.3921 0.03 0.38 -0.45
C 1.2363 -2.0610 -0.4487 2.17 -2.03 -0.13
O 1.3640 -1.0633 0.4022 -0.18 1.02 0.71
O 1.8891 -3.0765 -0.2865 -1.06 0.80 -0.08
Rb 2.7643 -8.0084 -1.8106 -0.02 0.14 0.05
H -3.8708 -4.7677 -0.3605 0.34 0.29 0.08
H -3.9396 -3.2132 0.6602 0.08 -0.35 -0.02
H -2.4041 -4.2276 2.3123 0.01 -0.15 -0.34
H -2.1866 -5.7085 1.1994 -0.36 0.17 0.21
C 0.5318 0.0559 0.3209 -0.07 0.15 -0.05
C 1.0259 1.2878 0.2651 -0.05 -0.33 0.12
C 0.1208 2.4835 0.3110 -0.13 0.09 0.19
C 0.3658 3.5239 -0.7741 -0.27 0.24 -0.21
O 1.5165 4.3230 -0.4726 0.47 -0.62 -0.04
C 1.2977 5.5652 -0.1370 -0.60 0.46 0.12
O 2.4749 6.0789 0.1473 0.39 -0.13 -0.02
H -0.5305 -0.1817 0.4156 0.21 0.15 -0.07
H 2.1090 1.4352 0.2539 -0.29 -0.05 -0.07
H 0.1920 -0.9849 -1.6587 0.07 -0.06 0.20
H 0.2193 2.9815 1.2886 -0.03 -0.10 -0.25
H -0.9241 2.1534 0.2284 0.20 0.05 0.04
H -0.5005 4.1911 -0.8589 0.20 -0.13 0.03
H 0.5562 3.0557 -1.7479 -0.03 0.10 0.21
H 2.3594 7.0034 0.3958 -0.17 -0.08 -0.05

***

Entry 9:
22
Properties=species:S:1:pos:R:3:forces:R:3 method="wB97M-V/def2-TZVPD" homo_energy_ev=-8.2081 gap_ev=8.719 de_lowest_ev=5.290 spin_multiplicity=1
C -0.4008 1.9408 -0.8445 0.28 0.92 -0.27
C 0.5599 2.0279 0.0669 -0.02 0.27 0.05
C 1.4191 0.9651 0.5636 0.14 -0.15 0.07
C 0.9600 -0.2093 1.0032 0.14 0.02 0.07
C -0.4709 -0.5179 0.9574 0.02 0.01 0.06
C -1.1745 -0.5889 2.2835 -0.07 -0.05 -0.10
C -1.1081 -0.6162 -0.2029 0.57 -0.85 -0.27
S -0.2432 -1.1308 -1.7383 0.20 -2.28 -0.33
C 1.3938 -1.2984 -2.0092 -1.07 0.20 0.66
O -0.9814 -0.6002 -2.8592 -0.48 0.88 -0.30
H -1.0189 2.8006 -1.0537 -0.08 0.17 -0.01
H -0.5373 1.1198 -1.5133 -0.09 0.08 -0.13
H 0.7109 2.9740 0.5777 -0.05 0.11 -0.05
H 2.4633 1.2209 0.7085 0.03 -0.09 0.09
H 1.6124 -0.9028 1.5189 0.12 0.02 0.08
H -0.7262 0.1021 2.9950 -0.03 0.03 0.02
H -1.0854 -1.5980 2.6879 0.00 -0.04 0.10
H -2.2314 -0.3557 2.1745 -0.07 -0.04 0.03
H -2.1709 -0.7691 -0.2978 -0.30 -0.03 -0.04
H -0.6583 -2.4649 -1.6013 0.51 0.87 0.30
H 1.8442 -0.3561 -2.2844 0.00 0.29 -0.11
H 1.8438 -1.7430 -1.1324 0.24 -0.34 0.09

***

Entry 10:
27
Properties=species:S:1:pos:R:3:forces:R:3 method="wB97M-V/def2-TZVPD" homo_energy_ev="-7.2272 / -8.2067" gap_ev="7.401 / 6.840" s2=2.01 spin_multiplicity=3
O 0.3757 3.9273 -0.2264 0.05 -1.50 1.38
C 0.2019 2.7526 0.0983 0.08 1.75 -3.39
C 1.3764 1.7971 0.0595 0.66 0.32 0.72
O 1.2342 0.7616 1.0313 1.10 1.04 0.45
C 2.3576 0.4693 1.7871 0.19 0.01 0.33
C 2.2548 -0.0452 3.0044 0.09 0.05 -0.21
H -3.0305 1.4082 0.3264 -1.24 -3.09 -1.58
H 2.3055 2.3526 0.2430 -0.29 0.01 0.04
H 1.4603 1.3713 -0.9519 -0.34 -0.01 0.17
H 3.1627 -0.3066 3.5452 -0.29 0.07 -0.16
H 3.3048 0.6775 1.2854 -0.24 -0.08 0.15
H 1.2884 -0.2306 3.4757 0.27 0.06 -0.17
O -1.8511 -0.0452 0.8840 -0.45 2.82 0.39
C -2.3497 0.5265 -0.2783 -1.36 0.93 1.92
C -2.0672 -0.4602 -1.3568 -2.14 -0.56 -1.04
O -0.7005 -0.6683 -1.4049 -0.56 0.65 -1.29
C -0.1930 -1.8228 -2.0948 -0.27 -0.46 -0.33
C 1.1081 -2.1998 -1.3886 0.04 0.07 -0.08
O 0.9177 -2.3224 -0.0194 1.73 -1.84 -0.92
Ag -0.1147 -0.8492 0.6589 -0.40 -1.06 1.39
H -2.2745 1.4463 -0.9167 2.94 0.84 0.29
H -2.6068 -0.5016 -2.3067 0.27 -0.01 0.17
H -0.0452 -1.5782 -3.1569 -0.02 -0.01 0.23
H -0.9355 -2.6298 -2.0043 0.21 0.19 0.04
H 1.8697 -1.4277 -1.6355 -0.13 -0.11 0.06
H 1.4646 -3.1406 -1.8521 -0.04 0.18 0.24
H -0.8028 2.3497 -0.1400 0.17 -0.26 1.24

***

Entry 11:
25
Properties=species:S:1:pos:R:3:forces:R:3 method="wB97M-V/def2-TZVPD" homo_energy_ev="-8.2149 / -7.8890" gap_ev="7.361 / 6.952" de_lowest_ev=2.149 spin_multiplicity=1
C -1.8086 0.0163 -1.9828 0.57 -1.03 0.62
C -2.1101 0.3113 -0.6183 0.14 -0.78 0.45
C -1.4944 -0.6660 0.2206 -0.72 0.34 -0.82
C -0.8248 -1.6102 -0.6228 -0.71 0.50 -0.73
C -1.0313 -1.2025 -1.9912 -1.67 -0.25 0.49
Ti 0.3137 0.3046 -1.0433 2.46 -3.98 -3.27
N 1.3726 -0.6667 -2.2560 -1.24 4.30 3.29
C -0.3335 2.5384 0.1182 -0.05 1.12 0.23
C -1.1146 2.4273 1.2144 0.90 0.46 -0.68
H -1.6037 -0.7297 1.3030 0.32 0.13 -0.39
H -2.7337 1.1303 -0.2663 0.32 -0.28 -0.25
H -0.2889 -2.4968 -0.2851 -0.07 0.41 -0.22
H -0.7820 -1.7677 -2.8803 0.18 0.27 0.31
H -2.1348 0.5894 -2.8507 0.18 -0.26 0.24
H -2.1821 2.6442 1.1842 0.16 -0.59 -0.10
H 0.7451 2.7489 0.2135 -0.39 -0.73 0.09
H 2.0787 -1.2094 -2.7426 -0.43 -0.24 -0.06
H -0.6878 2.1879 2.1911 0.00 0.37 -0.27
H -0.7533 2.7178 -0.8950 -0.01 0.22 0.73
B 2.8247 -1.5010 2.3231 0.82 -0.70 0.73
C 2.0316 -0.6241 1.3724 -1.00 1.21 -1.21
N 1.4196 0.0456 0.6277 0.71 -0.80 1.04
H 2.8295 -0.9922 3.4279 -0.14 0.00 -0.15
H 3.9654 -1.5921 1.8989 -0.24 0.09 -0.04
H 2.3028 -2.6034 2.3392 -0.08 0.20 -0.05

***

Entry 12:
26
Properties=species:S:1:pos:R:3:forces:R:3 method="wB97M-V/def2-TZVPD" homo_energy_ev="-13.6420 / -13.0990" gap_ev="10.449 / 1.483" s2=0.75 de_lowest_ev=0.962 spin_multiplicity=2 charge=+1
C -11.9050 24.5402 4.0487 -0.80 0.12 0.55
C -13.1156 24.6674 4.8797 -0.49 0.13 0.05
N -14.0920 24.7971 5.4797 0.68 -0.11 -0.30
H -11.9671 25.3049 3.2744 0.18 -0.12 -0.06
H -11.9096 23.5440 3.6064 0.28 0.10 -0.01
H -11.0503 24.7339 4.6968 0.13 -0.15 -0.26
C -9.7466 28.9094 3.8982 -0.35 -0.33 0.97
C -9.6752 27.6700 4.7630 0.05 -2.05 2.19
N -9.6748 26.7502 5.5199 0.10 3.57 -3.24
H -9.1989 29.7605 4.3028 0.59 -0.46 0.30
H -10.7570 29.3151 3.9502 -0.31 -0.49 -0.30
H -9.4383 28.7559 2.8641 -0.18 -0.34 0.19
C -8.2612 23.2890 5.6527 0.10 1.11 -0.50
C -7.6464 22.2518 6.3958 -0.36 -1.80 1.11
N -7.2262 21.3840 7.0487 -0.01 0.64 -0.51
H -8.7152 24.0241 6.3173 0.34 0.22 0.08
H -9.0622 23.0414 4.9562 0.10 -0.74 0.01
H -7.4379 23.6838 5.0575 -0.19 0.63 -0.17
Cl -7.1163 29.1463 1.6468 -0.53 0.62 -0.20
C -7.3048 30.8270 1.0583 1.25 0.54 -0.52
C -8.4826 31.0496 0.1650 -0.48 -0.34 0.40
Cl -8.3858 30.0832 -1.2978 -0.01 -0.54 -0.04
H -6.3589 30.9945 0.5432 -0.04 0.05 -0.24
H -7.3038 31.5830 1.8435 -0.10 -0.43 0.57
H -8.5489 32.0514 -0.2593 0.27 0.41 0.36
H -9.4003 30.8743 0.7263 -0.22 -0.26 -0.44

***

Values of maximum force, in order: 6.265; 6.667; 5.191; 5.172; 4.376; 3.322; 3.994; 2.976; 2.316; 3.813; 5.707; 4.826, all in eV/Å.